No. 1
5 unconnected molecules or ions with the total composition C14H36N2O10 at a distorted geometry. Source: the Open Molecules 2025 dataset; level of theory: the ωB97M-V functional and the def2-TZVPD basis.

Structure (ORCA input):
```
! RIJCOSX wB97M-V def2-TZVPD def2/J DEFGRID3
* xyz 0 1
C 2.08491 2.06464 2.33743
N 0.61731 1.78053 2.34323
O -0.14093 2.73048 2.39985
O 0.25580 0.62976 2.30840
H 2.50716 1.69001 3.26671
H 2.22573 3.13511 2.27536
H 2.49955 1.51236 1.50217
C -0.04260 -4.09824 -1.19471
N 1.28025 -4.21457 -1.86890
O 1.47894 -3.56833 -2.87770
O 2.04723 -5.06406 -1.45691
H 0.06453 -4.64554 -0.26476
H -0.78642 -4.51604 -1.86533
H -0.28106 -3.06133 -0.97544
C 3.33006 1.92086 -1.02748
O 2.36277 2.92500 -0.83105
C 2.91140 4.21362 -0.80115
C 1.89900 5.14013 -0.11830
O 0.62415 5.07692 -0.72314
C -0.30540 5.89555 -0.05898
H 4.12200 1.96444 -0.26650
H 3.75427 2.02073 -2.03216
H 2.88195 0.93245 -0.91332
H 3.18297 4.68478 -1.74835
H 3.73676 4.25384 -0.07708
H 2.22939 6.18190 -0.24802
H 1.82382 4.92544 0.95529
H -1.20027 5.96439 -0.67834
H -0.01901 6.94803 0.05571
H -0.54876 5.45024 0.90802
C -3.82941 -5.30824 1.98645
O -3.15249 -4.16040 2.44666
C -1.92365 -4.48955 3.05825
C -1.19696 -3.18440 3.41334
O -0.67565 -2.47389 2.31380
C -1.62233 -1.86703 1.46000
H -3.81013 -6.17554 2.66809
H -3.30480 -5.67885 1.09921
H -4.90106 -5.14983 1.89128
H -1.27042 -5.06336 2.38764
H -2.07236 -5.06819 3.97703
H -0.31722 -3.50166 3.97753
H -1.84108 -2.55983 4.03681
H -2.43126 -1.28772 1.91715
H -2.19559 -2.63652 0.93201
H -1.08908 -1.24700 0.74556
C -1.24787 -1.34123 -3.84696
O -0.77120 -0.02253 -3.89376
C 0.21475 0.32535 -2.98048
C -0.29796 0.24334 -1.53004
O -1.28442 1.20644 -1.27744
C -0.79240 2.47875 -0.85248
H -1.63315 -1.58654 -4.83879
H -2.09777 -1.37314 -3.15150
H -0.48839 -2.08513 -3.58954
H 0.52012 1.35106 -3.18716
H 1.17392 -0.20737 -3.02488
H 0.54462 0.28276 -0.82875
H -0.79938 -0.70180 -1.31222
H -1.58153 3.04931 -0.37094
H -0.46446 2.92401 -1.79371
H 0.04311 2.43562 -0.15673
*
```

Output
HOMO-LUMO gap in eV: 9.111
Highest occupied orbital energy in eV: -8.84
LUMO in Ha: 0.01010

***

No. 2
A gas-phase ion, C2H7NO2P (charge -1) at a distorted geometry. Source: the Open Molecules 2025 dataset; level of theory: the ωB97M-V functional and the def2-TZVPD basis.

Structure (ORCA input):
```
! RIJCOSX wB97M-V def2-TZVPD def2/J DEFGRID3
* xyz -1 1
C -2.13888 0.91479 0.00826
P -0.74761 -0.02586 0.94516
O -1.10565 -1.49429 0.82767
N 0.60686 0.30502 -0.40030
C 1.89814 -0.05853 -0.00851
O 2.32502 -1.39299 -0.17736
H -2.80379 1.63252 0.61053
H -1.81629 1.45468 -0.89663
H -2.85093 0.09185 -0.25992
H 0.25708 -0.12603 -1.27122
H 2.77315 0.45087 -0.51141
H 2.11796 0.21465 1.07235
H 1.48494 -1.96669 0.06139
*
```

Output
HOMO-LUMO gap in eV: 7.193
Highest occupied orbital energy in eV: -2.88
LUMO in Ha: 0.15850

***

No. 3
2 unconnected molecules or ions with the total composition C7H5F3N3 at a distorted geometry. Source: the Open Molecules 2025 dataset; level of theory: the ωB97M-V functional and the def2-TZVPD basis.

Structure (ORCA input):
```
! RIJCOSX wB97M-V def2-TZVPD def2/J DEFGRID3
* xyz 1 1
C -1.74857 -0.15188 -1.64615
C -1.29198 -0.99744 -0.57684
C -1.12035 1.02526 -1.74102
C -0.34753 -0.49230 0.26670
C 0.03114 1.38052 -1.03566
C 0.40876 0.60425 0.18735
C 0.91352 -2.12114 2.90265
N 2.43757 -2.29753 1.08457
N 1.67389 -2.05565 1.87871
N 0.60083 2.58023 -1.17712
F 1.26818 1.07454 1.12352
F -0.39815 -2.27212 2.73388
F 1.15444 -1.39172 3.97464
H -2.62052 -0.49167 -2.26734
H -1.52805 -1.97313 -0.55181
H -1.20234 1.76049 -2.62075
H 0.23398 3.14510 -1.94046
H 1.53517 2.67419 -0.59489
*
```

Output
HOMO-LUMO gap (spin up / spin down) in eV: 4.134 / 5.708
Highest occupied orbital energy (spin up / spin down) in eV: -11.56 / -11.55
LUMO (spin up / spin down) in Ha: -0.27272 / -0.21466

***

No. 4
A single CH2ClNOS2 molecule at a distorted geometry. Source: the Open Molecules 2025 dataset; level of theory: the ωB97M-V functional and the def2-TZVPD basis.

Structure (ORCA input):
```
! RIJCOSX wB97M-V def2-TZVPD def2/J DEFGRID3
* xyz 0 1
O 2.20301 -1.38071 -0.14518
C 1.08290 -1.17072 0.15598
N 0.52633 0.16013 0.19178
Cl 1.67408 1.34334 -0.32199
S -1.02149 0.31869 1.00671
S -2.39080 0.58870 -0.38863
H 0.26021 -1.89272 0.16233
H -2.33424 2.03328 -0.66100
*
```

Output
HOMO-LUMO gap in eV: 9.738
Highest occupied orbital energy in eV: -9.80
LUMO in Ha: -0.00239

***

No. 5
2 unconnected molecules or ions with the total composition C9H12FN at a distorted geometry. Source: the Open Molecules 2025 dataset; level of theory: the ωB97M-V functional and the def2-TZVPD basis.

Structure (ORCA input):
```
! RIJCOSX wB97M-V def2-TZVPD def2/J DEFGRID3
* xyz 0 1
C 0.44117 2.76185 0.65375
C -1.82576 2.28748 -2.05283
C -0.88072 -3.00223 1.38357
C -0.62559 2.52128 -1.51338
C -0.41600 -2.15502 0.40662
C 2.02564 -1.51111 1.03072
C -0.54772 2.11632 -0.13134
C 0.57139 -1.02135 0.58201
C 0.60237 -0.11770 -0.61271
N 1.43145 3.09009 1.22283
F -0.21966 -0.44308 -1.69059
H -1.86323 2.18344 -3.09084
H -2.57385 1.74323 -1.50763
H -1.61698 -3.73034 1.31546
H -0.54561 -2.92091 2.40379
H 0.13921 3.17782 -2.07272
H -0.98187 -2.25936 -0.62012
H 1.73673 -2.14942 1.86833
H 2.55642 -1.83704 0.20498
H 2.41569 -0.63398 1.43790
H -1.40402 1.76260 0.30947
H 0.17467 -0.34019 1.41112
H 1.40626 0.47761 -0.93842
*
```

Output
HOMO-LUMO gap (spin up / spin down) in eV: 8.430 / 7.151
Highest occupied orbital energy (spin up / spin down) in eV: -8.34 / -8.17
LUMO (spin up / spin down) in Ha: 0.00328 / -0.03728

***

No. 6
A molecular structure, C46H41FIN6O4PReS at a distorted geometry. Source: the Open Molecules 2025 dataset; level of theory: the ωB97M-V functional and the def2-TZVPD basis.

Structure (ORCA input):
```
! RIJCOSX wB97M-V def2-TZVPD def2/J DEFGRID3
* xyz 2 2
Re -0.21175 -0.19484 -0.08933
N -2.79646 0.53323 3.47553
C -1.98919 0.57232 2.40559
S -2.20642 -0.70262 1.19365
N -1.09762 1.49128 2.29065
N -0.31124 1.42965 1.17124
C 0.30037 2.55489 0.90473
C 1.16046 2.86355 -0.18016
C 1.54900 4.21151 -0.33481
C 2.36427 4.60768 -1.36036
C 2.84048 3.65578 -2.27200
C 2.50696 2.33080 -2.13681
C 1.66313 1.89620 -1.09800
O 1.41788 0.61623 -0.98585
H -3.56402 -0.11185 3.50867
H -2.77488 1.29805 4.12962
H 0.08409 3.35029 1.61142
H 1.17236 4.94137 0.37157
H 2.64007 5.64727 -1.46780
H 3.47782 3.96811 -3.08897
H 2.86588 1.57538 -2.82455
C -4.04416 -2.38208 -6.31368
C -2.77139 -1.58321 -6.58056
N -1.89930 -1.54914 -5.39911
C -1.96617 -0.49217 -4.58114
C -1.33923 -0.38454 -3.36942
C -1.60335 0.92506 -2.64579
O -2.16377 1.79500 -3.27842
O -1.23974 1.04413 -1.41429
C -0.52898 -1.45092 -2.91350
O 0.02254 -1.54239 -1.77377
C -0.37661 -2.56428 -3.84722
C 0.45377 -3.63232 -3.50504
C 0.55788 -4.71873 -4.32275
F 1.41501 -5.70693 -3.99289
C -0.17374 -4.81935 -5.51597
C -0.98563 -3.75555 -5.86238
C -1.09350 -2.61458 -5.05680
N -0.12376 -5.95170 -6.36527
C 0.17879 -7.26150 -5.81421
C -0.41790 -8.32869 -6.72373
N 0.16370 -8.17367 -8.09765
C -0.11221 -6.80377 -8.64103
C 0.47379 -5.77913 -7.68059
H -4.67089 -2.38741 -7.20440
H -4.60834 -1.92559 -5.50069
H -3.81603 -3.41220 -6.03875
H -3.02942 -0.55697 -6.82938
H -2.21276 -1.99335 -7.42034
H -2.57851 0.34334 -4.89849
H 1.02701 -3.57745 -2.59329
H -1.55590 -3.84606 -6.77640
H -0.27076 -7.36052 -4.82874
H 1.25912 -7.43959 -5.71166
H -1.49609 -8.20685 -6.80814
H -0.19710 -9.32568 -6.34679
H -0.19701 -8.88909 -8.72990
H 1.17687 -8.30645 -8.03994
H -1.19203 -6.69031 -8.71271
H 0.32833 -6.71562 -9.63272
H 0.27909 -4.77684 -8.05360
H 1.56848 -5.91240 -7.64093
I 2.64752 -0.06352 2.65697
C 3.64011 -0.44787 0.83509
C 4.60214 0.47970 0.53780
C 5.50809 0.27381 -0.51033
C 5.46428 -0.90335 -1.19069
C 4.47257 -1.87045 -0.91255
C 4.54300 -3.10746 -1.59075
C 3.65153 -4.09383 -1.31555
C 2.56268 -3.81944 -0.47316
C 2.39348 -2.61501 0.17224
P 0.71185 -2.30161 0.89454
C 0.80241 -2.77665 2.65699
C 1.79260 -3.66311 3.07217
C 1.80083 -4.12440 4.38005
C 0.84383 -3.68662 5.28245
C -0.12030 -2.77389 4.87783
C -0.14674 -2.32405 3.56754
C -0.38278 -3.70206 0.34043
C -1.51057 -3.49772 -0.45530
C -2.26542 -4.56342 -0.92228
C -1.92122 -5.86310 -0.58857
C -0.85947 -6.07890 0.27644
C -0.11228 -5.01160 0.74918
C 3.45027 -1.63098 0.06411
H 4.68436 1.37631 1.13769
H 6.26129 1.02198 -0.71579
H 6.19927 -1.13140 -1.95266
H 5.33700 -3.25612 -2.31219
H 3.73138 -5.06867 -1.77790
H 1.81868 -4.59232 -0.37855
H 2.57131 -3.97735 2.38770
H 2.56712 -4.82160 4.69306
H 0.85697 -4.04624 6.30260
H -0.85363 -2.41316 5.58699
H -0.89643 -1.61064 3.25647
H -1.83174 -2.49877 -0.70367
H -3.13665 -4.36810 -1.53541
H -2.50244 -6.69736 -0.96017
H -0.61927 -7.08292 0.60200
H 0.66984 -5.21251 1.46723
*
```

Output
Expectation value of S²: 0.8007
HOMO-LUMO gap (spin up / spin down) in eV: 5.608 / 6.311
Highest occupied orbital energy (spin up / spin down) in eV: -11.58 / -11.73
LUMO (spin up / spin down) in Ha: -0.21956 / -0.19923

***

These records have energy above the lowest of the compared OMol25 structures with the same formula, charge and spin values of 6.300 1.840 7.180 0.622 4.678 0.133 eV, in the order they appear.